Below is a structure of composition C53H40AsBrF4N2OP2Rb at a distorted geometry, with properties calculated with the ωB97M-V functional and the def2-TZVPD basis.

- relative energy (zero: lowest compared OMol25 entry of this formula, charge and spin) (eV) = 1.731
- orbital gap (eV) = 8.7614
- LUMO energy (eV) = -1.99
- HOMO level (eV) = -10.75
- E (Eh) = -8144.22745

Structure (ORCA input):
```
! RIJCOSX wB97M-V def2-TZVPD def2/J DEFGRID3
* xyz 1 1
Rb -0.99648 1.33898 -1.71204
F 5.22020 7.19973 -3.11632
C 4.63604 6.14326 -2.64558
C 5.28944 4.94126 -2.66591
F 6.55496 4.84152 -3.17204
C 4.61283 3.87423 -2.16475
F 5.30601 2.72777 -2.10681
C 3.30665 3.91214 -1.67587
P 2.44812 2.35351 -1.19081
C 3.63523 1.83754 0.14767
C 4.54336 2.65642 0.78995
C 5.45792 2.13155 1.69323
C 5.42337 0.81436 2.04504
C 4.48107 -0.02113 1.45676
C 3.61253 0.52736 0.49026
C 2.77280 1.21932 -2.63277
C 3.54582 0.08249 -2.67300
C 3.49827 -0.77509 -3.79626
C 2.66951 -0.41500 -4.88335
C 1.92714 0.75096 -4.85263
C 1.89940 1.50020 -3.67674
C 2.63746 5.13470 -1.69226
Br 0.74940 5.27428 -1.47784
C 3.34559 6.25021 -2.15491
F 2.75108 7.48744 -2.11307
H 4.66570 3.67483 0.48917
H 6.19483 2.74939 2.12697
H 6.13399 0.42055 2.80741
H 4.42450 -1.04672 1.69878
H 2.95789 -0.19880 -0.02635
H 4.35474 -0.05641 -1.96810
H 4.15082 -1.64670 -3.81319
H 2.65146 -0.97103 -5.82539
H 1.29384 1.10143 -5.71454
H 1.27207 2.34751 -3.50917
N -3.61227 0.19922 0.49923
P -4.16951 0.61798 -1.07309
C -5.96751 0.52763 -0.91666
C -6.71489 -0.67368 -0.73414
C -8.04140 -0.63149 -0.52188
C -8.71617 0.57849 -0.53820
C -8.05494 1.74542 -0.71032
C -6.67698 1.70684 -0.92823
C -3.78040 -0.95082 -1.83003
C -4.46419 -1.53338 -2.92683
C -4.11112 -2.68321 -3.55250
C -2.96515 -3.30464 -3.17778
C -2.17164 -2.77438 -2.18770
C -2.64329 -1.65746 -1.48754
C -3.08424 1.15518 1.37080
C -3.34489 1.11477 2.73234
C -2.84565 2.08056 3.54930
C -1.95149 3.02904 3.01150
C -1.74024 3.02659 1.65233
N -2.33106 2.12389 0.81706
H -4.16393 -0.43112 1.06135
H -6.21280 -1.62994 -0.71016
H -8.60546 -1.50056 -0.33505
H -9.80737 0.67105 -0.38896
H -8.54193 2.70811 -0.54264
H -6.17618 2.68222 -0.85192
H -5.39031 -0.94178 -3.14162
H -4.69901 -3.05525 -4.38293
H -2.68076 -4.22503 -3.63361
H -1.29645 -3.23752 -1.78417
H -2.06770 -1.28665 -0.64837
H -4.00568 0.37480 3.06581
H -3.09995 2.20243 4.59478
H -1.50153 3.78109 3.68337
H -1.19664 3.82031 1.12765
O 0.20398 -0.67894 -0.24143
As 0.58369 -1.69843 0.98579
C 0.95454 -0.73443 2.61579
C 1.20688 0.66629 2.44143
C 1.43155 1.32163 3.64437
C 1.47182 0.68738 4.89304
C 1.16855 -0.63356 5.03480
C 0.93118 -1.33665 3.84443
C -0.84514 -2.86981 1.39068
C -2.03005 -2.36155 1.91698
C -3.09790 -3.28320 2.15114
C -2.99263 -4.58376 1.82026
C -1.77611 -5.08170 1.32992
C -0.77200 -4.23343 1.02630
C 2.11132 -2.78358 0.65063
C 2.81102 -2.65216 -0.47485
C 4.03495 -3.21857 -0.66543
C 4.60632 -3.88948 0.42989
C 3.83255 -4.17727 1.52519
C 2.59170 -3.62179 1.68951
H 0.98311 1.26523 1.58039
H 1.51417 2.40539 3.66451
H 1.63139 1.35971 5.77037
H 1.12648 -1.09730 5.98711
H 0.63071 -2.37871 3.83589
H -2.14570 -1.27793 2.18381
H -4.07196 -2.92110 2.57840
H -3.84989 -5.25842 1.96590
H -1.71542 -6.08494 0.96340
H 0.09961 -4.62162 0.51048
H 2.45080 -2.01349 -1.23648
H 4.49571 -3.05536 -1.60030
H 5.58803 -4.38152 0.29502
H 4.27016 -4.75478 2.29199
H 1.97164 -3.81286 2.55438
*
```

Atom charges from the Löwdin analysis, given in e for atoms 1 to 2: 0.686, 0.181